Formula: C28H36IrN12S2
Source: OMol25
Level of theory: ωB97M-V/def2-TZVPD

Each line ends with the Mulliken charge.
Element x y z (Å)
Ir: -1.193 0.338 0.064  1.777
C: 6.526 -1.356 -1.083  -2.213
C: 5.060 -1.354 -0.659  2.166
C: 4.471 -2.773 -0.913  -1.397
C: 4.974 -1.047 0.854  -1.298
C: 4.205 -0.378 -1.411  -0.397
C: 4.741 0.416 -2.474  -0.512
C: 3.967 1.299 -3.167  -1.276
C: 2.611 1.423 -2.804  0.873
S: 1.434 2.420 -3.515  -0.222
C: 0.250 1.815 -2.342  0.582
N: 0.708 0.940 -1.493  0.211
C: 2.043 0.661 -1.724  -1.077
C: 2.841 -0.243 -1.069  0.509
C: -1.106 2.293 -2.327  1.224
C: -1.541 3.270 -3.240  -0.980
C: -2.830 3.757 -3.172  -0.977
C: -3.695 3.274 -2.197  -0.839
C: -3.274 2.287 -1.304  0.117
C: -1.986 1.781 -1.350  -0.374
H: 7.067 -2.090 -0.490  0.416
H: 7.007 -0.390 -0.915  0.483
H: 6.658 -1.622 -2.133  0.508
H: 5.070 -3.498 -0.364  0.455
H: 4.520 -3.019 -1.975  0.428
H: 3.433 -2.853 -0.581  0.209
H: 5.604 -1.750 1.396  0.517
H: 3.953 -1.143 1.237  0.121
H: 5.336 -0.038 1.060  0.410
H: 5.783 0.317 -2.741  0.598
H: 4.379 1.891 -3.974  0.490
H: 2.405 -0.881 -0.313  0.047
H: -0.862 3.650 -3.994  0.472
H: -3.161 4.515 -3.869  0.476
H: -4.700 3.670 -2.126  0.493
H: -3.975 1.941 -0.549  0.587
N: -3.220 -0.932 3.827  0.133
C: -2.753 -1.316 2.638  -0.603
N: -2.239 -0.258 2.032  0.025
C: -2.429 0.767 2.927  0.320
N: -3.022 0.374 4.025  -0.606
C: -2.020 2.138 2.646  0.066
C: -2.392 3.214 3.462  -0.518
N: -2.020 4.438 3.149  -0.465
C: -1.293 4.650 2.064  -0.426
C: -0.920 3.583 1.248  -0.481
N: -1.282 2.340 1.550  0.248
H: -3.675 -1.482 4.546  0.235
H: -2.792 -2.325 2.258  0.556
H: -2.989 3.062 4.354  0.521
H: -1.007 5.670 1.841  0.420
H: -0.325 3.731 0.355  0.453
C: 2.331 -0.922 4.286  -1.533
C: 1.733 -1.700 3.180  0.908
N: 1.733 -2.984 3.063  -0.744
N: 1.052 -3.260 1.922  0.372
C: 0.604 -2.170 1.307  0.169
S: -0.280 -2.048 -0.133  -0.496
N: 1.034 -1.156 2.097  0.922
N: 0.785 0.175 1.781  -1.036
H: 3.043 -1.556 4.810  0.389
H: 1.567 -0.629 5.011  0.379
H: 2.838 -0.025 3.932  0.361
H: 0.956 -4.222 1.626  0.209
H: 1.574 0.564 1.267  0.183
H: 0.659 0.708 2.636  0.335
N: -5.410 -2.944 -2.847  -0.268
C: -5.593 -1.900 -1.777  -0.868
C: -4.379 -1.709 -0.853  -0.703
N: -3.212 -1.001 -1.399  -0.259
H: -6.288 -3.086 -3.359  0.381
H: -5.153 -3.849 -2.447  0.363
H: -4.706 -2.684 -3.539  0.333
H: -6.441 -2.218 -1.171  0.426
H: -5.863 -0.965 -2.264  0.438
H: -4.052 -2.677 -0.466  0.508
H: -4.754 -1.134 -0.005  0.262
H: -3.490 -0.189 -1.942  0.207
H: -2.631 -1.596 -1.981  0.278

Summary:
- largest force on an atom (eV/Å) = 0.71
- spin multiplicity = 6
- LUMO (alpha / beta) (eV) = -10.51 / -13.61
- energy (eV) = -71970.1824
- gap between HOMO and LUMO (alpha / beta) (eV) = 8.0396 / 5.3845
- net charge = +4
- relative energy (zero: lowest compared OMol25 entry of this formula, charge and spin) (kJ/mol) = 408.4
- expectation value of S² = 8.777

Formula: C28H36N2O4
Source: OMol25
Level of theory: ωB97M-V/def2-TZVPD

Each line ends with the Mulliken charge.
Element x y z (Å)
C: -1.261 -4.602 0.602  -1.282
C: -0.260 -3.677 -0.085  -0.007
O: -0.842 -2.436 -0.463  -0.315
C: -0.904 -1.463 0.522  -1.114
O: 0.395 -0.892 0.612  0.186
C: 0.487 0.360 1.152  0.655
C: 1.861 0.937 1.298  -0.053
O: 2.002 2.150 1.236  -0.689
N: 2.913 0.122 1.512  0.193
C: 2.922 -1.302 1.720  -0.810
C: 3.472 -1.995 0.462  -0.527
N: 4.550 -1.239 -0.156  0.205
C: 4.308 -0.750 -1.504  -1.966
C: 3.271 0.338 -1.675  0.997
C: 1.938 0.026 -1.909  -0.093
C: 0.997 1.030 -2.062  -0.318
C: 1.375 2.358 -1.982  -0.575
C: 2.703 2.680 -1.764  -0.861
C: 3.642 1.676 -1.621  -0.266
C: 5.197 -0.335 0.763  -0.883
C: 4.249 0.681 1.443  -0.869
C: -0.567 1.100 1.493  -1.360
C: -1.981 0.673 1.237  0.849
C: -2.805 1.849 0.772  -0.188
C: -2.313 2.683 -0.225  -0.249
C: -3.066 3.749 -0.682  -0.724
C: -4.320 3.995 -0.148  -0.489
C: -4.813 3.175 0.851  -0.761
C: -4.058 2.108 1.309  -0.073
C: -1.989 -0.438 0.170  1.181
C: -3.365 -1.104 0.066  -0.867
C: -3.628 -1.722 -1.308  -0.289
C: -4.916 -2.548 -1.336  -0.720
O: -4.806 -3.770 -0.642  -0.539
H: -0.799 -5.569 0.780  0.472
H: -2.134 -4.738 -0.032  0.245
H: -1.581 -4.192 1.558  0.280
H: 0.074 -4.124 -1.024  0.418
H: 0.614 -3.505 0.554  0.074
H: -1.139 -1.908 1.510  0.280
H: 3.571 -1.507 2.580  0.386
H: 1.924 -1.666 1.951  0.416
H: 2.660 -2.120 -0.255  0.179
H: 3.850 -2.990 0.736  0.299
H: 4.021 -1.621 -2.103  0.433
H: 5.271 -0.390 -1.879  0.525
H: 1.625 -1.006 -1.984  0.295
H: -0.033 0.766 -2.256  0.466
H: 0.642 3.143 -2.098  0.440
H: 3.006 3.714 -1.706  0.399
H: 4.683 1.935 -1.474  0.462
H: 5.985 0.200 0.231  0.414
H: 5.677 -0.953 1.530  0.334
H: 4.611 0.913 2.453  0.428
H: 4.178 1.616 0.885  0.515
H: -0.396 2.075 1.918  0.488
H: -2.423 0.279 2.163  0.503
H: -1.329 2.498 -0.628  0.239
H: -2.673 4.392 -1.456  0.422
H: -4.909 4.827 -0.506  0.387
H: -5.787 3.365 1.277  0.390
H: -4.446 1.478 2.098  0.452
H: -1.721 -0.001 -0.796  -0.450
H: -4.133 -0.352 0.263  0.532
H: -3.438 -1.868 0.846  0.300
H: -3.710 -0.924 -2.047  0.347
H: -2.793 -2.364 -1.586  0.202
H: -5.157 -2.826 -2.364  0.391
H: -5.750 -1.954 -0.933  0.306
H: -4.557 -3.581 0.269  0.353

Summary:
- largest force on an atom (eV/Å) = 0.61
- LUMO (eV) = 0.61
- energy (eV) = -40790.1139
- gap between HOMO and LUMO (eV) = 8.6857
- relative energy (zero: lowest compared OMol25 entry of this formula, charge and spin) (kJ/mol) = 28.8
- structure (SMILES) = CCO[C@H]1OC(C(=O)N2CCN(Cc3ccccc3)CC2)=C[C@@H](c2ccccc2)[C@@H]1CCCO

Formula: C28H37BCl3F4IrN3O6SeSi
Source: OMol25
Level of theory: ωB97M-V/def2-TZVPD

Each line ends with the Mulliken charge.
Element x y z (Å)
Ir: 1.822 0.235 -0.805  3.785
O: 3.591 -0.578 0.459  -0.662
C: 4.585 -1.162 0.018  -0.300
C: 4.632 -1.970 -1.158  0.744
C: 5.805 -2.682 -1.424  -0.474
C: 5.877 -3.503 -2.507  -0.447
C: 4.805 -3.594 -3.408  -0.463
C: 3.656 -2.895 -3.174  -0.783
C: 3.503 -2.100 -2.010  0.280
O: 2.335 -1.564 -1.771  -0.770
N: 7.085 -4.315 -2.725  1.008
O: 8.021 -4.178 -1.953  -0.613
O: 7.086 -5.081 -3.676  -0.618
H: 5.524 -1.072 0.583  0.368
H: 6.663 -2.601 -0.765  0.526
H: 4.912 -4.215 -4.287  0.500
H: 2.812 -2.935 -3.855  0.480
C: 0.541 1.830 5.179  -1.194
C: -0.863 2.255 4.736  0.119
C: -0.862 3.410 3.732  -0.782
C: -0.332 3.058 2.334  -1.370
N: -1.127 1.972 1.726  1.235
C: -0.783 0.679 1.615  -1.245
Se: 1.020 0.068 1.620  -0.341
N: -1.917 -0.032 1.355  2.136
C: -2.110 -1.419 1.330  -0.892
C: -1.379 -2.396 2.185  -0.517
C: -2.284 -2.902 3.324  -0.710
C: -2.672 -1.789 4.297  -0.804
C: -2.983 0.869 1.175  1.187
C: -4.322 0.659 0.884  -0.890
C: -5.125 1.780 0.800  -0.798
C: -4.606 3.065 1.017  -0.812
C: -3.275 3.259 1.332  -1.201
C: -2.476 2.125 1.409  -0.108
H: 0.486 1.088 5.980  0.386
H: 1.103 2.691 5.553  0.366
H: 1.110 1.389 4.361  0.189
H: -1.430 2.572 5.614  0.446
H: -1.400 1.396 4.315  -0.227
H: -0.235 4.218 4.115  0.484
H: -1.879 3.799 3.639  0.398
H: 0.697 2.745 2.363  0.522
H: -0.384 3.917 1.676  0.436
H: -1.123 -1.896 -0.688  -0.460
H: -3.070 -1.712 0.926  0.490
H: -0.485 -1.954 2.607  0.082
H: -1.066 -3.253 1.579  0.306
H: -1.746 -3.690 3.857  0.405
H: -3.183 -3.355 2.897  0.335
H: -1.780 -1.331 4.740  0.181
H: -3.288 -2.178 5.109  0.455
H: -3.245 -1.001 3.795  0.074
H: -4.730 -0.333 0.721  0.477
H: -6.177 1.663 0.564  0.448
H: -5.266 3.923 0.945  0.437
H: -2.869 4.251 1.502  0.501
F: 3.205 1.935 -0.484  -0.664
B: 3.281 3.434 -0.281  -0.028
F: 3.145 3.987 -1.555  -0.281
F: 2.207 3.780 0.561  -0.294
F: 4.514 3.676 0.302  -0.342
C: -0.856 -1.186 -4.605  -0.876
Si: -1.817 -1.324 -3.020  0.021
C: -2.974 -2.793 -3.080  -1.152
C: -2.794 0.203 -2.591  -0.588
C: -0.609 -1.695 -1.621  0.945
H: -1.465 -0.752 -5.407  0.307
H: -0.510 -2.173 -4.933  0.289
H: 0.024 -0.540 -4.472  0.259
H: -3.697 -2.696 -3.903  0.315
H: -3.544 -2.891 -2.146  0.294
H: -2.418 -3.726 -3.236  0.325
H: -3.192 0.689 -3.489  0.436
H: -2.169 0.941 -2.076  0.089
H: -3.643 -0.042 -1.941  0.207
H: 0.049 -2.535 -1.852  0.558
H: 0.078 -0.832 -1.446  -0.913
Cl: 2.118 3.795 -4.483  -0.106
C: 0.740 3.236 -3.550  0.840
Cl: 0.011 4.571 -2.656  -0.138
Cl: -0.483 2.556 -4.676  -0.164
C: 1.128 2.044 -2.611  -0.344
O: 0.458 1.872 -1.538  -0.683
O: 2.011 1.238 -2.969  -0.620

Summary:
- largest force on an atom (eV/Å) = 0.72
- spin multiplicity = 6
- LUMO (alpha / beta) (eV) = -0.69 / -2.70
- energy (eV) = -171569.5314
- gap between HOMO and LUMO (alpha / beta) (eV) = 7.5393 / 6.3822
- relative energy (zero: lowest compared OMol25 entry of this formula, charge and spin) (kJ/mol) = 0.0
- expectation value of S² = 8.769

The lowest largest force on an atom belongs to which entry? C28H36N2O4

The lowest energy belongs to which entry? C28H37BCl3F4IrN3O6SeSi

What is the formula in the third record? C28H37BCl3F4IrN3O6SeSi

largest force on an atom of number 1 (C28H36IrN12S2)? 0.71 eV/Å